Below is C8H12N4O in the gas phase, with properties calculated with ωB97M-V/def2-TZVPD.

Properties
- ΔE to the lowest compared entry with this formula, charge and spin (kJ/mol) = 363.30
- lowest unoccupied orbital energy (alpha / beta) (eV) = -1.1 / -1.1
- SMILES string = CC(C)(C)/C(=C/C=O)n1ncnn1
- orbital gap (alpha / beta) (eV) = 8.45 / 8.46

The geometry in ORCA input format:
```
! RIJCOSX wB97M-V def2-TZVPD def2/J DEFGRID3
* xyz 0 1
C -1.476 -0.410 1.428
C -1.137 0.144 0.009
C -1.962 1.386 -0.421
C -1.658 -0.932 -1.037
C 0.351 0.387 -0.006
C 1.054 1.734 -0.055
C 2.417 1.902 0.289
O 2.982 2.965 0.455
N 1.147 -0.700 0.054
N 2.314 -0.788 -0.648
C 2.756 -2.028 -0.465
N 1.873 -2.679 0.381
N 0.916 -1.860 0.573
H -0.800 -1.248 1.451
H -2.552 -0.680 1.613
H -1.050 0.423 2.126
H -2.896 0.913 -0.532
H -1.983 2.089 0.332
H -1.654 1.675 -1.391
H -2.758 -0.996 -0.819
H -1.726 -0.529 -1.988
H -1.107 -1.870 -0.983
H 0.234 2.469 -0.122
H 2.908 0.868 0.480
H 3.808 -2.235 -0.725
*
```

Below is 2 unconnected molecules or ions with the total composition C4H7Cl2NS, with properties calculated with ωB97M-V/def2-TZVPD.

Properties
- ΔE to the lowest compared entry with this formula, charge and spin (kJ/mol) = 380.36
- lowest unoccupied orbital energy (alpha / beta) (eV) = -0.6 / -0.4
- orbital gap (alpha / beta) (eV) = 7.10 / 8.49

The geometry in ORCA input format:
```
! RIJCOSX wB97M-V def2-TZVPD def2/J DEFGRID3
* xyz 0 1
C -2.924 -0.653 0.027
C 0.745 0.558 1.185
C 1.643 -0.310 -1.047
C 0.373 -0.212 -0.050
N -0.771 0.159 -0.863
S -3.262 0.552 0.993
Cl -3.519 -2.052 -0.611
Cl -1.027 1.835 -0.839
H 1.798 0.261 1.635
H 0.872 1.606 0.969
H 0.160 0.460 2.054
H 2.296 0.496 -0.695
H 1.375 -0.182 -2.073
H 2.140 -1.212 -0.917
H 0.101 -1.306 0.232
*
```

Below is 2 unconnected molecules or ions with the total composition C4H14N2O, with properties calculated with ωB97M-V/def2-TZVPD.

Properties
- ΔE to the lowest compared entry with this formula, charge and spin (kJ/mol) = 98.29
- lowest unoccupied orbital energy (eV) = 1.1
- SMILES string = CC[C@H](N)CN.O
- orbital gap (eV) = 9.65

The geometry in ORCA input format:
```
! RIJCOSX wB97M-V def2-TZVPD def2/J DEFGRID3
* xyz 0 1
C -0.172 -2.152 0.313
C -0.029 -1.196 -0.872
C 0.367 0.228 -0.505
N -0.467 0.746 0.582
C 0.329 1.130 -1.738
N 1.157 2.298 -1.542
H 0.795 -2.313 0.780
H -0.790 -1.734 1.095
H -0.657 -3.069 -0.004
H -0.956 -1.187 -1.466
H 0.752 -1.610 -1.515
H 1.390 0.194 -0.117
H -0.601 1.747 0.541
H -1.347 0.266 0.743
H 0.623 0.534 -2.611
H -0.687 1.490 -1.881
H 1.095 2.992 -2.271
H 2.090 2.190 -1.188
O -1.267 -0.403 3.822
H -0.409 -0.698 4.140
H -1.216 0.547 3.694
*
```

Below is 14 unconnected molecules or ions with the total composition H28O14, with properties calculated with ωB97M-V/def2-TZVPD.

Properties
- ΔE to the lowest compared entry with this formula, charge and spin (kJ/mol) = 98.97
- lowest unoccupied orbital energy (eV) = -0.6
- orbital gap (eV) = 9.73

The geometry in ORCA input format:
```
! RIJCOSX wB97M-V def2-TZVPD def2/J DEFGRID3
* xyz 0 1
O -10.154 2.855 25.886
H -10.114 2.208 26.597
H -10.947 2.620 25.388
O -7.832 5.040 25.281
H -7.997 4.395 24.555
H -7.183 4.617 25.862
O -9.768 6.390 27.824
H -8.992 6.063 27.352
H -10.470 6.376 27.169
O -8.338 6.444 22.498
H -9.105 6.114 23.026
H -7.700 6.764 23.164
O -7.430 0.963 24.439
H -7.533 1.903 24.237
H -7.329 0.928 25.396
O -7.620 7.767 25.803
H -7.213 7.996 24.953
H -7.629 6.797 25.819
O -5.769 7.223 23.766
H -5.039 7.276 23.143
H -5.788 6.293 24.040
O -6.690 5.340 27.974
H -6.973 6.014 28.612
H -6.324 4.633 28.514
O -4.422 2.862 26.056
H -4.310 1.947 25.760
H -4.124 2.864 26.972
O -7.538 3.734 22.809
H -7.910 4.592 22.486
H -6.579 3.885 22.919
O -4.319 6.359 26.763
H -4.036 5.486 26.482
H -5.216 6.222 27.128
O -9.957 2.054 22.266
H -9.195 2.559 22.584
H -10.249 2.525 21.478
O -10.328 5.228 23.848
H -10.454 5.600 24.728
H -10.393 4.274 23.976
O -4.824 4.119 23.440
H -4.068 4.163 22.843
H -4.450 3.801 24.275
*
```

Below is a molecular structure, C31H21F9IrN8O5S4, with properties calculated with ωB97M-V/def2-TZVPD.

Properties
- ΔE to the lowest compared entry with this formula, charge and spin (kJ/mol) = 138.77
- ⟨S²⟩ = 0.7799
- lowest unoccupied orbital energy (alpha / beta) (eV) = -1.2 / -2.6
- orbital gap (alpha / beta) (eV) = 6.85 / 5.46

The geometry in ORCA input format:
```
! RIJCOSX wB97M-V def2-TZVPD def2/J DEFGRID3
* xyz 0 2
Ir 0.543 2.008 0.313
N 4.089 1.874 2.789
C 2.886 1.682 2.205
S 2.076 3.089 1.622
N 2.418 0.473 2.165
N 1.211 0.400 1.510
C 0.554 -0.696 1.658
C 1.058 -1.857 2.438
C 2.003 -2.718 1.891
C 2.420 -3.831 2.604
C 1.900 -4.084 3.867
C 0.956 -3.227 4.411
C 0.528 -2.117 3.696
C -0.776 -0.740 1.061
C -1.604 -1.844 1.113
C -2.908 -1.716 0.650
C -3.330 -0.491 0.174
C -2.414 0.553 0.106
N -1.160 0.420 0.521
H 4.418 2.807 2.955
H 4.497 1.114 3.306
H 2.393 -2.524 0.902
H 3.148 -4.505 2.171
H 2.233 -4.949 4.425
H 0.546 -3.421 5.394
H -0.215 -1.448 4.114
H -1.238 -2.777 1.518
H -3.581 -2.564 0.668
H -4.344 -0.336 -0.170
H -2.690 1.517 -0.285
C 3.701 -0.484 -0.495
C 3.356 0.823 -1.103
N 2.363 1.668 -0.833
C 2.438 2.679 -1.770
C 3.496 2.466 -2.591
N 4.055 1.302 -2.148
C 4.101 3.142 -3.771
O 3.522 4.239 -4.193
O 5.083 2.648 -4.273
C 1.388 3.708 -1.820
O 1.425 4.614 -2.648
O 0.448 3.549 -0.962
H 3.371 -0.545 0.535
H 4.780 -0.637 -0.530
H 3.222 -1.281 -1.071
H 4.868 0.898 -2.590
H 2.712 4.460 -3.638
S -4.813 -1.505 -3.639
C -3.227 -1.292 -3.247
S -2.437 0.247 -3.261
C -1.027 -0.438 -2.500
N -1.113 -1.717 -2.329
N -2.313 -2.201 -2.770
C -2.478 -3.624 -2.678
C -1.808 -4.295 -1.661
C -1.934 -5.670 -1.551
C -2.724 -6.375 -2.449
C -3.359 -5.698 -3.479
C -3.235 -4.322 -3.606
S 0.387 0.473 -2.128
H -1.185 -3.737 -0.978
H -1.408 -6.193 -0.762
H -2.833 -7.447 -2.354
H -3.952 -6.242 -4.202
H -3.713 -3.805 -4.422
F -3.405 5.040 0.303
C -2.193 4.485 0.140
F -1.413 5.403 -0.420
F -2.335 3.473 -0.730
C -1.613 3.942 1.513
O -0.898 2.776 1.441
C -2.814 3.564 2.438
F -2.398 2.867 3.497
F -3.675 2.779 1.762
F -3.481 4.630 2.885
C -0.822 5.116 2.169
F -0.618 4.879 3.473
F -1.478 6.280 2.066
F 0.372 5.268 1.589
*
```

Below is C4H6O2 in the gas phase, with properties calculated with ωB97M-V/def2-TZVPD.

Properties
- ΔE to the lowest compared entry with this formula, charge and spin (kJ/mol) = 79.82
- lowest unoccupied orbital energy (eV) = 0.9
- SMILES string = O=C1CCCO1
- orbital gap (eV) = 11.22

The geometry in ORCA input format:
```
! RIJCOSX wB97M-V def2-TZVPD def2/J DEFGRID3
* xyz 0 1
O -0.978 1.323 1.725
C -0.686 0.959 0.623
C 0.688 0.917 -0.005
C 0.650 -0.617 0.115
C -0.636 -0.877 -0.675
O -1.502 0.150 -0.135
H 0.691 1.273 -1.046
H 1.455 1.425 0.576
H 1.543 -1.194 -0.108
H 0.397 -0.775 1.178
H -1.106 -1.844 -0.488
H -0.515 -0.741 -1.760
*
```

Below is 2 unconnected molecules or ions with the total composition C3H6NO2, with properties calculated with ωB97M-V/def2-TZVPD.

Properties
- ΔE to the lowest compared entry with this formula, charge and spin (kJ/mol) = 76.32
- lowest unoccupied orbital energy (eV) = 4.1
- orbital gap (eV) = 8.48

The geometry in ORCA input format:
```
! RIJCOSX wB97M-V def2-TZVPD def2/J DEFGRID3
* xyz -1 1
C -1.573 -0.252 2.014
C -0.883 -0.302 0.863
N -1.127 0.424 -0.302
H -2.380 0.465 2.108
H -1.338 -0.947 2.799
H -0.029 -0.962 0.824
H -1.560 1.298 -0.011
H -0.199 0.586 -0.764
O 2.038 -1.004 -2.697
C 2.261 -0.094 -1.890
O 1.455 0.669 -1.296
H 3.337 0.118 -1.647
*
```

Below is a gas-phase ion, C11H18N2O (charge +2), with properties calculated with ωB97M-V/def2-TZVPD.

Properties
- ΔE to the lowest compared entry with this formula, charge and spin (kJ/mol) = 0.00
- lowest unoccupied orbital energy (eV) = -8.7
- SMILES string = C[C@H](O)C(=[NH2+])[N+](C)(C)c1ccccc1
- orbital gap (eV) = 7.90

The geometry in ORCA input format:
```
! RIJCOSX wB97M-V def2-TZVPD def2/J DEFGRID3
* xyz 2 1
C -1.232 -3.128 1.307
C -0.757 -1.696 1.653
O -1.466 -1.077 2.751
C -0.814 -0.569 0.616
N -1.705 0.295 0.839
N 0.030 -0.312 -0.808
C -1.069 -0.306 -1.881
C 1.046 -1.363 -1.093
C 0.662 1.040 -0.639
C 0.908 1.841 -1.749
C 1.583 3.047 -1.521
C 1.860 3.470 -0.255
C 1.646 2.625 0.836
C 1.071 1.346 0.625
H -1.149 -3.810 2.135
H -2.242 -3.219 1.056
H -0.518 -3.438 0.554
H 0.303 -1.546 2.012
H -1.344 -1.656 3.657
H -2.249 0.186 1.727
H -1.990 0.897 0.157
H -1.645 0.574 -1.791
H -0.609 -0.314 -2.875
H -1.776 -1.208 -1.757
H 0.495 -2.265 -1.192
H 1.666 -1.203 -2.048
H 1.813 -1.408 -0.335
H 0.703 1.333 -2.719
H 1.819 3.794 -2.285
H 1.970 4.554 -0.124
H 1.993 3.006 1.822
H 0.997 0.509 1.327
*
```